# 1
DFT (ωB97M-V/def2-TZVPD) results for a molecular structure, C26H23BN7O5Tl.

Each line ends with the natural charge from an NBO analysis.
Element x y z (Å)
Tl  -0.56095  0.88457  1.39684  0.807
O  -4.62551  3.63879  1.22214  -0.745
C  -3.46519  2.92449  0.90682  0.799
O  -3.33781  1.78037  1.35884  -0.756
C  -3.07848  3.25586  -0.52875  -0.148
O  -1.69033  3.15463  -0.74053  -0.523
C  -0.98345  4.26123  -0.21904  -0.186
C  -1.36602  4.69645  1.19580  0.755
O  -0.75665  5.65549  1.66334  -0.703
O  -2.28212  4.02180  1.78958  -0.655
H  -4.82299  3.37237  2.12868  0.478
H  -3.44592  4.25350  -0.79929  0.165
H  -3.54761  2.50554  -1.16560  0.198
H  -1.11161  5.13683  -0.86865  0.169
H  0.07115  3.98758  -0.21627  0.212
B  0.93076  -1.70252  4.97420  0.218
N  1.73229  -0.44929  4.51862  -0.302
C  3.06489  -0.34182  4.68112  -0.048
C  3.43801  0.94625  4.34843  -0.388
C  2.22650  1.56050  3.98925  -0.090
N  1.20885  0.71202  4.10169  -0.270
N  -0.52484  -1.76176  4.41543  -0.298
C  -1.50382  -2.42170  5.06019  -0.040
C  -2.64673  -2.38253  4.28556  -0.390
C  -2.25606  -1.64461  3.15962  -0.070
N  -0.98062  -1.27927  3.24572  -0.299
H  0.84364  -1.68303  6.19212  -0.084
H  1.54338  -2.69523  4.61184  -0.081
H  3.65213  -1.18453  5.01136  0.200
H  4.42809  1.37256  4.36298  0.202
H  2.04374  2.57276  3.65847  0.200
H  -1.31844  -2.88000  6.01817  0.201
H  -3.61191  -2.80742  4.50725  0.203
H  -2.84018  -1.34773  2.30068  0.202
N  2.47141  -3.92459  -8.24143  -0.365
C  2.16806  -3.42067  -7.25181  0.308
C  1.79108  -2.79043  -6.01701  -0.217
C  1.51510  -1.42308  -5.98788  -0.184
C  1.15756  -0.81785  -4.79654  -0.148
C  1.06358  -1.55781  -3.62116  0.000
C  1.33387  -2.92341  -3.66101  -0.208
C  1.69900  -3.53997  -4.84405  -0.155
C  0.67704  -0.91068  -2.33367  0.171
C  1.66159  -0.11860  -1.73797  -0.025
C  2.96547  0.13928  -2.28671  -0.250
C  3.58641  0.99588  -1.41310  -0.348
C  2.64540  1.21929  -0.36237  -0.001
N  1.51801  0.56723  -0.54554  -0.479
C  -0.63279  -1.16576  -1.91325  -0.024
C  -1.62196  -1.85984  -2.68977  -0.248
C  -2.79247  -1.79065  -1.97630  -0.351
C  -2.47550  -1.06548  -0.78975  0.002
N  -1.20982  -0.70313  -0.74387  -0.499
H  1.58429  -0.84721  -6.90152  0.216
H  0.94376  0.24305  -4.76491  0.225
H  1.25303  -3.49880  -2.74763  0.235
H  1.91485  -4.59997  -4.87104  0.216
H  3.36811  -0.26884  -3.20177  0.200
H  4.57858  1.41596  -1.48940  0.199
H  2.79475  1.83150  0.52068  0.194
H  -1.46828  -2.31737  -3.65599  0.201
H  -3.75832  -2.19104  -2.24799  0.199
H  -3.15806  -0.78917  0.00612  0.203

## Properties
Max |F| = 0.923 eV Å⁻¹
Orbital gap = 6.469 eV
Net charge = -2
M = 728.71 g/mol
E_HOMO = -2.54 eV
Energy relative to the best compared isomer or geometry (same formula, charge and spin) = 8.6 kcal/mol
LUMO energy = 3.9 eV

---

# 2
DFT (ωB97M-V/def2-TZVPD) results for a molecular structure, C26H23Cl2F6N4O13P2S2Ti.

Each line ends with the Löwdin charge.
Element x y z (Å)
Ti  0.42439  -0.48701  0.71931  1.175
C  0.60702  -4.51204  -1.49485  0.006
O  -0.15396  -4.63271  -0.25128  0.089
C  -0.32989  -3.41183  0.17715  -0.313
N  0.20962  -2.41956  -0.44045  0.100
C  1.00642  -3.02081  -1.56110  -0.201
C  0.72672  -2.48506  -2.93756  -0.209
C  1.75415  -2.48046  -3.87012  -0.028
C  1.49874  -2.10785  -5.18279  -0.058
C  0.22071  -1.72989  -5.56336  -0.067
C  -0.80942  -1.73148  -4.63093  -0.068
C  -0.55707  -2.12001  -3.32531  -0.056
C  -1.11315  -3.19145  1.39282  -0.156
C  -1.79111  -4.15904  2.11260  0.067
C  -2.46418  -3.75557  3.25656  0.021
C  -2.43006  -2.41963  3.63357  0.069
C  -1.72445  -1.53835  2.83679  -0.144
N  -1.07731  -1.91780  1.73926  0.078
C  -1.55013  -0.10605  3.08959  -0.322
N  -1.02221  0.64118  2.19905  0.086
C  -0.87656  1.98568  2.82148  -0.196
C  -1.40882  1.76464  4.26117  -0.006
O  -1.86321  0.37481  4.26747  0.085
C  -1.61752  3.10613  2.12777  -0.205
C  -1.65017  4.34618  2.76257  -0.050
C  -2.30003  5.41902  2.17718  -0.060
C  -2.92741  5.26388  0.94793  -0.067
C  -2.89451  4.03387  0.31267  -0.068
C  -2.24056  2.95862  0.90039  -0.054
H  -0.06304  -4.79509  -2.30369  0.141
H  1.44928  -5.19449  -1.43701  0.146
H  2.05871  -2.89711  -1.31110  0.102
H  2.75838  -2.75072  -3.56405  0.129
H  2.30344  -2.09935  -5.90567  0.116
H  0.02634  -1.42866  -6.58382  0.114
H  -1.80462  -1.42873  -4.93157  0.107
H  -1.34990  -2.12991  -2.58506  0.085
H  -1.78034  -5.18752  1.78202  0.138
H  -3.00546  -4.47656  3.85353  0.131
H  -2.92735  -2.06118  4.52344  0.140
H  0.19160  2.20687  2.85169  0.142
H  -2.26968  2.38646  4.48826  0.136
H  -0.65325  1.85737  5.03681  0.143
H  -1.14820  4.48758  3.71432  0.126
H  -2.31147  6.37808  2.67754  0.112
H  -3.43251  6.10192  0.48692  0.110
H  -3.36660  3.90720  -0.65243  0.091
H  -2.19618  2.01365  0.38335  0.030
O  2.28380  -2.93706  2.67640  -0.079
P  2.60035  -1.38900  2.86954  0.306
O  2.95628  -0.95490  4.20341  -0.183
O  1.25246  -0.78755  2.27665  -0.314
O  3.66986  -1.04105  1.75089  -0.184
P  3.55139  -1.13604  0.15104  0.305
O  4.49052  0.02429  -0.30138  -0.047
O  3.85171  -2.45854  -0.39347  -0.217
O  2.07015  -0.65032  -0.10586  -0.363
H  2.82824  -3.50515  3.23795  0.111
H  5.14606  -0.23973  -0.95986  0.123
Cl  -2.47828  -0.32483  -0.58657  0.609
C  -3.15388  0.19578  -2.17111  -0.913
Cl  -2.49348  1.73263  -2.68171  0.635
H  -4.22279  0.28243  -2.01738  0.039
H  -2.90969  -0.56775  -2.89879  0.004
F  0.26659  4.33770  0.10998  0.179
C  1.41619  3.99007  0.63698  -0.662
F  2.38325  4.77414  0.19038  0.177
F  1.34746  4.09013  1.96366  0.152
S  1.93177  2.23323  0.23545  0.694
O  0.61201  1.45990  0.31673  -0.414
O  2.81355  1.85557  1.29015  -0.228
N  2.57241  2.21604  -1.14248  -0.265
S  1.95799  2.68834  -2.54584  0.616
O  0.74965  3.43835  -2.40400  -0.261
O  3.01003  3.12000  -3.39502  -0.225
C  1.44533  1.05603  -3.20998  -0.673
F  2.49323  0.24433  -3.29796  0.148
F  0.89543  1.20154  -4.40498  0.162
F  0.53723  0.49419  -2.39382  0.080

## Properties
Max |F| = 0.403 eV Å⁻¹
Orbital gap = 6.827 eV
Net charge = +1
M = 958.33 g/mol
E_HOMO = -11.68 eV
Energy relative to the best compared isomer or geometry (same formula, charge and spin) = 27.3 kcal/mol
LUMO energy = -4.9 eV

---

# 3
DFT (ωB97M-V/def2-TZVPD) results for a molecular structure, C26H23F12MgN5O6PS4.

Each line ends with the Löwdin charge.
Element x y z (Å)
Mg  -2.27160  1.34364  1.75438  0.565
F  -1.32246  2.66954  6.29076  0.160
C  -1.67688  1.39286  6.26796  -0.682
F  -0.91755  0.70746  7.11386  0.157
F  -2.94974  1.27948  6.62245  0.166
S  -1.49545  0.68643  4.57358  0.670
O  -2.44620  1.45902  3.77728  -0.292
O  -1.65951  -0.71934  4.68515  -0.216
N  0.00494  1.11189  4.26436  -0.267
S  0.59697  1.43220  2.87520  0.655
O  -0.25392  1.02201  1.74696  -0.310
O  1.97308  1.05360  2.75256  -0.276
C  0.65188  3.29377  2.77428  -0.665
F  -0.34303  3.83063  3.45657  0.166
F  0.58108  3.66201  1.49716  0.149
F  1.80801  3.72114  3.27473  0.150
S  -1.40007  -1.21188  -1.10127  0.913
C  0.17742  -1.31438  -0.57893  -0.666
N  0.77623  -2.29671  0.05465  -0.063
C  2.22032  -2.20880  0.28626  -0.073
C  2.58976  -0.80925  0.71754  -0.082
N  2.05473  0.18077  -0.21926  -0.055
C  2.77252  1.45772  -0.32338  -0.096
C  4.00697  1.31536  -1.17548  -0.208
C  3.89195  1.09577  -2.54615  -0.032
C  5.02657  0.93141  -3.32311  -0.072
C  6.28615  0.98874  -2.73905  -0.082
C  6.40735  1.21286  -1.37702  -0.075
C  5.26879  1.37376  -0.59754  -0.042
C  0.92423  -0.03853  -0.84130  -0.694
S  0.04829  0.94520  -1.85968  0.863
C  0.11313  -3.58495  0.30591  -0.086
C  0.59987  -4.64130  -0.65321  -0.214
C  1.44833  -5.64913  -0.21214  -0.044
C  1.92321  -6.60708  -1.09803  -0.075
C  1.55267  -6.55722  -2.43255  -0.081
C  0.70357  -5.55282  -2.87938  -0.069
C  0.22631  -4.59980  -1.99446  -0.030
H  2.74899  -2.51260  -0.62110  0.146
H  2.47607  -2.91043  1.07850  0.139
H  3.67421  -0.70439  0.72227  0.142
H  2.20703  -0.57830  1.71371  0.105
H  3.03115  1.75798  0.69288  0.120
H  2.07413  2.19339  -0.72286  0.109
H  2.91033  1.06038  -3.00569  0.099
H  4.93037  0.76515  -4.38806  0.107
H  7.17123  0.86435  -3.34898  0.105
H  7.38602  1.26551  -0.91855  0.106
H  5.36314  1.55672  0.46707  0.117
H  -0.96121  -3.41820  0.23458  0.111
H  0.34221  -3.86660  1.33444  0.137
H  1.73288  -5.69258  0.83329  0.113
H  2.57819  -7.39197  -0.74364  0.106
H  1.91761  -7.30435  -3.12491  0.105
H  0.40479  -5.51804  -3.91878  0.107
H  -0.44590  -3.82468  -2.34277  0.098
O  -2.43290  3.32872  1.46875  -0.163
N  -2.95778  3.67468  0.35435  0.021
N  -2.96962  2.74258  -0.51112  -0.211
O  -2.50331  1.54034  -0.27959  -0.234
C  -3.54965  2.99993  -1.79588  -0.164
C  -4.03449  1.91718  -2.51230  -0.001
C  -4.59719  2.14379  -3.75967  -0.073
C  -4.66818  3.42899  -4.27686  -0.091
C  -4.17417  4.49858  -3.54245  -0.081
C  -3.60748  4.29296  -2.29490  -0.017
H  -3.98002  0.92966  -2.07667  0.108
H  -4.98935  1.30808  -4.32437  0.105
H  -5.10877  3.59850  -5.25051  0.101
H  -4.22307  5.50246  -3.94353  0.103
H  -3.21718  5.11312  -1.71080  0.109
F  -2.69358  -0.62949  1.75470  -0.232
P  -4.41535  -0.77729  1.62753  0.210
F  -4.21657  -0.77145  0.03586  -0.162
F  -4.37620  0.89529  1.60324  -0.165
F  -4.48709  -0.70689  3.21340  -0.106
F  -5.98518  -0.79136  1.47515  -0.091
F  -4.25199  -2.35580  1.66459  -0.110

## Properties
Max |F| = 1.406 eV Å⁻¹
Orbital gap (alpha / beta) = 6.454 / 5.594 eV
Net charge = 0
M = 913.02 g/mol
E_HOMO (alpha / beta) = -8.22 / -8.21 eV
Energy relative to the best compared isomer or geometry (same formula, charge and spin) = 19.5 kcal/mol
LUMO energy (alpha / beta) = -1.8 / -2.6 eV
Multiplicity = 2

---

# 4
DFT (ωB97M-V/def2-TZVPD) results for 5 unconnected molecules or ions with the total composition C26H23F32NO7P2S.

Each line ends with the Löwdin charge.
Element x y z (Å)
N  -5.93802  -5.02139  3.18633  -0.202
P  -4.91677  -4.13128  2.02063  0.858
O  -3.73975  -5.25885  1.52196  -0.328
C  -4.12640  -2.67684  2.96269  -0.267
C  -4.87121  -1.53300  3.37484  0.010
C  -4.12085  -0.37767  4.20641  -0.312
O  -4.31382  0.83661  4.00498  0.053
C  -3.05920  -0.92545  5.28698  -0.294
P  -2.87414  -0.14600  7.01204  0.381
S  -4.63737  0.29279  7.76126  0.094
C  -2.29946  -2.05129  4.85554  0.018
C  -2.57066  -2.62859  3.37598  -0.299
O  -1.63727  -2.96504  2.62283  0.040
H  -6.66798  -4.38308  3.55882  0.033
H  -5.39416  -5.29559  4.01925  0.030
H  -2.83741  -4.87300  1.48832  0.042
H  -5.97857  -1.41944  3.16301  0.122
H  -2.28807  -1.10459  7.92519  -0.004
H  -2.01535  0.99380  6.98082  -0.045
H  -1.54005  -2.55732  5.52961  0.124
F  -0.99097  4.87790  8.03783  0.105
C  -0.87322  3.63671  7.53736  -0.300
F  -2.02703  2.98703  7.84109  0.058
C  0.32783  2.87913  8.11207  -0.425
F  0.18004  2.66138  9.44044  0.130
F  0.34741  1.64097  7.53062  0.079
C  1.71729  3.50829  7.86239  -0.037
O  2.28306  4.30391  8.91481  0.034
C  1.89343  5.65894  8.99684  -0.507
F  1.23839  6.00752  7.87438  0.139
F  3.04006  6.37531  8.99351  0.145
C  1.10626  5.97222  10.27455  -0.278
F  0.00647  5.19935  10.39017  0.097
F  0.68245  7.25883  10.27256  0.099
H  -0.81141  3.70137  6.44930  0.148
H  2.41270  2.66941  7.76992  0.149
H  1.77156  4.01834  6.89711  0.145
H  1.72471  5.80965  11.16044  0.176
F  1.18459  2.83510  1.17556  0.095
C  1.18159  1.94650  0.16532  -0.304
F  0.84275  2.63756  -0.94966  0.095
C  0.20056  0.79190  0.39375  -0.429
F  -1.07926  1.23382  0.41646  0.129
F  0.28925  -0.03998  -0.68594  0.104
C  0.44794  -0.07957  1.64598  -0.034
O  -0.32207  0.21667  2.82196  0.023
C  0.14314  1.23951  3.67547  -0.502
F  1.40114  1.57522  3.33477  0.140
F  0.22893  0.68450  4.90727  0.127
C  -0.80686  2.44160  3.72943  -0.262
F  -1.02378  2.96617  2.50861  0.112
F  -0.28465  3.43889  4.49731  0.073
H  2.19913  1.57299  0.02419  0.169
H  0.12795  -1.08976  1.37532  0.139
H  1.51184  -0.18022  1.87504  0.147
H  -1.77593  2.15286  4.14605  0.167
F  2.50175  0.00907  -6.82277  0.089
C  1.23396  0.30386  -7.16543  -0.313
F  1.27926  0.75099  -8.44801  0.092
C  0.60476  1.36433  -6.25699  -0.425
F  1.23957  2.55486  -6.37994  0.127
F  -0.67147  1.57473  -6.69654  0.107
C  0.50392  1.00674  -4.75685  -0.037
O  1.52879  1.50922  -3.88574  0.028
C  2.72269  0.75395  -3.81050  -0.501
F  2.53147  -0.44134  -4.39699  0.138
F  2.91708  0.48978  -2.49669  0.134
C  3.93816  1.50806  -4.36209  -0.276
F  3.75166  1.89680  -5.64005  0.098
F  5.03884  0.71732  -4.34980  0.097
H  0.64672  -0.61350  -7.15503  0.143
H  -0.40579  1.49239  -4.39320  0.151
H  0.32799  -0.06047  -4.59940  0.146
H  4.14316  2.40106  -3.76678  0.176
F  2.82754  -4.01084  -8.79036  0.103
C  2.09578  -2.93209  -8.46625  -0.300
F  2.09151  -2.86509  -7.10993  0.093
C  0.65826  -3.00686  -8.99130  -0.419
F  -0.02422  -4.02181  -8.41136  0.132
F  0.02034  -1.85866  -8.60471  0.084
C  0.49693  -3.10814  -10.52517  -0.037
O  0.29534  -4.41450  -11.08499  0.034
C  1.43814  -5.20332  -11.34261  -0.507
F  2.54292  -4.44158  -11.24165  0.138
F  1.35474  -5.56329  -12.64296  0.146
C  1.49543  -6.46425  -10.47248  -0.278
F  1.46260  -6.16924  -9.15621  0.096
F  2.64511  -7.14613  -10.69250  0.099
H  2.60191  -2.03890  -8.84255  0.173
H  -0.42966  -2.57869  -10.76364  0.150
H  1.27445  -2.55591  -11.05903  0.146
H  0.65153  -7.12341  -10.68930  0.176

## Properties
Max |F| = 4.054 eV Å⁻¹
Orbital gap = 7.045 eV
Net charge = 0
SMILES = NP(O)C1=CC(=O)C([PH2]=S)=CC1=O.FC(F)C(F)(F)COC(F)(F)C(F)F.FC(F)C(F)(F)COC(F)(F)C(F)F.FC(F)C(F)(F)COC(F)(F)C(F)F.FC(F)C(F)(F)COC(F)(F)C(F)F
M = 1163.42 g/mol
E_HOMO = -8.88 eV
LUMO energy = -1.8 eV

---

The highest M belongs to which entry? C26H23F32NO7P2S

---

Look up the net charge of the first one. -2

---

Which of these has the lowest net charge? C26H23BN7O5Tl

---

The highest max |F| belongs to which entry? C26H23F32NO7P2S